The following is a quantum chemistry calculation of a 3-piece molecular cluster, C3H8O2S overall, from OMol25.

Each line ends with the Mulliken charge.
Atoms and positions in Å:
S 0.03007 0.13714 0.60284  0.0798
O 3.93284 -1.11158 -1.73654  -0.2267
O 0.84199 1.22351 0.01842  -0.3226
C -1.58966 1.18010 0.48103  -1.0947
C 3.81900 -1.08264 -0.57959  0.1783
C -0.18477 -0.70075 -0.97433  -0.6468
H 1.76788 -1.11930 0.60843  -0.2060
H -1.47632 1.76695 1.35040  0.3304
H -1.92001 1.79932 -0.37935  0.3316
H -0.49889 0.21888 -1.56463  0.2630
H -0.97956 -1.41216 -1.11604  0.3727
H 0.76762 -1.04421 -1.27114  0.1650
H 1.79930 1.27816 0.20529  0.3628
H -2.36985 0.48464 0.60179  0.4134

The frontier orbital gap comes out at 7.367 eV. The calculated total energy comes out at -18165.08038 eV. Its relative energy (zero: lowest compared OMol25 entry of this formula, charge and spin) is 142.2 kcal per mole. As for the net charge: 0. As for the multiplicity: 1.

The following is a quantum chemistry calculation of a 2-piece molecular cluster, C3H8O2S overall, from OMol25.

Each line ends with the Mulliken charge.
Atoms and positions in Å:
S 0.85414 -1.16422 0.85565  -0.2826
O 1.10558 -0.34756 -2.66433  -0.4572
O 1.70529 1.47548 -1.44351  -0.3818
C -0.93566 -0.96330 1.04922  -0.3449
C 1.46666 0.79343 -2.55870  0.2530
C -1.30469 0.26447 1.85265  -0.9713
H 0.85801 -1.30741 -0.46601  0.1045
H 1.81565 1.38926 -3.42016  0.3288
H -2.34714 0.58508 1.68134  0.2954
H -1.35116 0.03569 2.91773  0.2846
H -0.64397 1.05075 1.53478  0.3062
H -1.22587 -0.85785 -0.00628  0.2501
H -1.34282 -1.92896 1.34822  0.3909
H 1.34598 0.97515 -0.68058  0.2243

The frontier orbital gap comes out at 10.117 eV. Its structure (SMILES) is O=CO.CCS. The calculated total energy comes out at -18170.79730 eV. Its relative energy (zero: lowest compared OMol25 entry of this formula, charge and spin) is 10.3 kcal per mole. As for the net charge: 0. As for the multiplicity: 1.

The following is a quantum chemistry calculation of an isolated molecule of C3H8O2SSi, from OMol25.

Each line ends with the Mulliken charge.
Atoms and positions in Å:
S 0.25254 0.13914 1.30196  0.1595
Si -1.63886 -0.84630 -0.71811  0.2748
O 1.41331 -0.38359 1.97099  -0.4253
O -0.43592 0.08937 -1.25523  -0.0835
C 1.31723 1.67694 -0.52968  -1.2254
C -1.00988 -1.17687 1.04899  -0.7585
C 0.74406 0.31349 -0.50159  0.2528
H -1.69139 -0.96511 1.85815  0.3663
H 0.60735 2.39422 -0.63451  0.3697
H 1.93111 1.97038 -1.44542  0.3115
H -1.46544 -1.96636 -1.52845  -0.1616
H 2.07826 1.75947 0.35642  0.3389
H 1.49767 -0.60756 -0.53757  0.2617
H -0.58366 -2.06378 1.37282  0.4484
H -3.01638 -0.33343 -0.75877  -0.1292

The frontier orbital gap (spin up / spin down) comes out at 5.060 / 7.653 eV. The calculated total energy comes out at -26042.81331 eV. Its relative energy (zero: lowest compared OMol25 entry of this formula, charge and spin) is 13.7 kcal per mole. As for the net charge: 0. As for the multiplicity: 3. Its expectation value of S² is 2.01.

The following is a quantum chemistry calculation of a 2-piece molecular cluster, C3H8O3 overall, from OMol25.

Each line ends with the Mulliken charge.
Atoms and positions in Å:
O 1.08883 -1.83860 -1.98955  -0.5241
O -2.86120 1.41281 0.92571  -0.4880
O -1.01574 0.67882 2.12216  -0.0684
C 1.05582 -1.05603 -0.78811  -0.1899
C 1.11820 0.43210 -0.99538  -1.0499
C -2.38118 0.56415 1.72628  -0.7022
H 0.30895 0.77006 -1.64590  0.2757
H -1.00305 1.44339 2.74625  0.1564
H 1.02529 0.95569 -0.04602  0.2906
H 1.55432 -1.36701 -2.68556  0.2775
H -2.99448 0.14197 2.53452  0.1535
H 1.87628 -1.38985 -0.13702  0.1938
H 0.15944 -1.40548 -0.27419  0.2873
H 2.06852 0.65797 -1.49319  0.3875

The frontier orbital gap (spin up / spin down) comes out at 3.247 / 7.253 eV. The calculated total energy comes out at -9381.51255 eV. Its relative energy (zero: lowest compared OMol25 entry of this formula, charge and spin) is 8.6 kcal per mole. As for the net charge: -1. As for the multiplicity: 2. Its expectation value of S² is 0.75.

The following is a quantum chemistry calculation of a 2-piece molecular cluster, C3H8O3 overall, from OMol25.

Each line ends with the Mulliken charge.
Atoms and positions in Å:
O 0.87856 2.45263 -0.60969  -0.4474
O -0.55607 2.65483 -2.29412  -0.4721
O -0.66026 -0.97189 1.84371  -0.5113
C -0.12635 -1.14880 -0.49990  -0.9662
C -0.31595 2.29633 -1.18225  0.2097
C 0.42253 -1.23259 0.94417  -0.1539
H -0.70037 -1.65764 2.50981  0.2982
H 0.66010 -0.85603 -1.19485  0.2900
H -0.98658 -0.48970 -0.55628  0.2512
H -1.08112 1.83107 -0.54178  0.3513
H 1.11133 -0.39999 1.08880  0.1221
H 0.80875 -2.23018 1.10669  0.3394
H -0.42479 -2.15517 -0.79594  0.3408
H 0.97022 1.90714 0.18163  0.3484

The frontier orbital gap comes out at 11.253 eV. Its structure (SMILES) is O=CO.CCO. The calculated total energy comes out at -9382.57626 eV. Its relative energy (zero: lowest compared OMol25 entry of this formula, charge and spin) is 28.3 kcal per mole. As for the net charge: 0. As for the multiplicity: 1.

The following is a quantum chemistry calculation of a 2-piece molecular cluster, C3H8O3 overall, from OMol25.

Each line ends with the Mulliken charge.
Atoms and positions in Å:
O 2.75179 -0.62820 0.01830  -0.5033
O -1.61793 1.21603 -0.58204  -0.5328
O -2.43276 -0.29503 0.83287  -0.4705
C -1.56293 0.10902 -0.14750  0.6811
C 2.84952 0.72587 0.32250  -0.4742
C -0.62830 -1.04323 -0.45554  -0.6260
H 0.36832 -0.79057 -0.97955  -0.0584
H 2.04072 -0.62614 -0.83436  0.3431
H -3.10179 0.50070 0.78449  0.3512
H 3.83968 1.00198 0.70220  0.2354
H -1.23792 -1.78657 -1.01575  0.3226
H -0.22454 -1.55196 0.50673  0.3112
H 2.67814 1.21851 -0.74429  0.2519
H 2.07884 0.94169 1.11070  0.1688

The frontier orbital gap comes out at 10.848 eV. Its structure (SMILES) is CC(=O)O.CO. The calculated total energy comes out at -9381.77437 eV. Its relative energy (zero: lowest compared OMol25 entry of this formula, charge and spin) is 46.8 kcal per mole. As for the net charge: 0. As for the multiplicity: 1.

The following is a quantum chemistry calculation of C3H8O3Pr as an isolated structure, from OMol25.

Each line ends with the Mulliken charge.
Atoms and positions in Å:
Pr 0.16963 1.73611 -1.01844  1.8753
O 1.42418 -0.33873 -0.27477  -0.4077
O 2.18938 1.75966 -0.15471  -0.6714
O -1.87978 0.97293 -0.16442  -0.6633
C -3.12824 0.48838 -0.52980  -0.6095
C 0.96517 -1.42812 0.49869  -0.5407
C 2.49097 0.50572 0.25032  -0.0948
H -3.89151 1.28296 -0.64279  0.2648
H -3.09984 -0.10878 -1.46345  0.2536
H -0.19834 -1.42735 0.68653  0.1849
H 3.42196 0.10054 -0.19699  0.2929
H 1.39993 -1.41939 1.51072  0.3253
H 2.53675 0.39227 1.35499  0.3097
H -3.50045 -0.18655 0.26395  0.2287
H 1.10021 -2.32965 -0.11983  0.2521

The frontier orbital gap (spin up / spin down) comes out at 8.031 / 8.181 eV. The calculated total energy comes out at -23444.43947 eV. Its relative energy (zero: lowest compared OMol25 entry of this formula, charge and spin) is 0.0 kcal per mole. As for the net charge: +1. As for the multiplicity: 3. Its expectation value of S² is 2.01.

The following is a quantum chemistry calculation of a 2-piece molecular cluster, C3H8O3S overall, from OMol25.

Each line ends with the Mulliken charge.
Atoms and positions in Å:
S -1.08460 0.21718 -2.18647  -0.0054
O -1.88276 -1.29910 0.44035  -0.4811
O 0.19407 -0.69261 1.24271  -0.5503
O 1.54456 -0.67769 4.59248  -0.6482
C 0.59210 0.24560 -2.86717  -0.7962
C -0.81647 0.67931 -0.44633  -0.8794
C -0.74924 -0.47312 0.47872  0.8360
H -1.50756 1.48843 -0.14111  0.3993
H 1.06945 -0.38906 3.78056  0.3379
H 0.82022 1.22885 -3.31188  0.2767
H 2.21319 0.02637 4.75210  0.3111
H 0.21118 1.09053 -0.43026  0.2767
H 1.35460 0.01974 -2.10285  0.2795
H 0.64971 -0.52041 -3.65870  0.3037
H -2.60845 -0.94401 -0.14213  0.3397

The frontier orbital gap comes out at 9.739 eV. Its structure (SMILES) is CSCC(=O)O.O. The calculated total energy comes out at -20218.22829 eV. Its relative energy (zero: lowest compared OMol25 entry of this formula, charge and spin) is 16.7 kcal per mole. As for the net charge: 0. As for the multiplicity: 1.

The following is a quantum chemistry calculation of C3H8O3SSn as an isolated structure, from OMol25.

Each line ends with the Mulliken charge.
Atoms and positions in Å:
Sn 1.65642 -3.94988 1.80900  1.7829
S 1.26621 -0.68737 0.16139  1.2292
O 2.44795 -0.55843 0.96045  -0.6084
O 0.18960 0.37182 0.77016  -0.2339
O 0.61745 -1.98203 -0.04168  -0.6712
C -1.16471 0.11995 0.41694  -0.2068
C -1.94039 1.41089 0.57146  -1.2215
C 1.50604 0.12920 -1.45932  -0.8557
H -1.57550 2.12124 -0.17154  0.3241
H -1.31387 -0.24773 -0.60410  0.3968
H -1.77582 1.82590 1.56316  0.3322
H -1.58083 -0.68119 1.03496  0.2630
H 2.15161 -0.50026 -2.06818  0.3753
H 1.94196 1.11719 -1.31517  0.3700
H 0.54474 0.32788 -1.93130  0.3441
H -2.97088 1.18283 0.30377  0.3800

The frontier orbital gap comes out at 5.111 eV. The calculated total energy comes out at -26028.23636 eV. Its relative energy (zero: lowest compared OMol25 entry of this formula, charge and spin) is 1.8 kcal per mole. As for the net charge: +2. As for the multiplicity: 1.

The following is a quantum chemistry calculation of C3H8O3Sm as an isolated structure, from OMol25.

Each line ends with the Mulliken charge.
Atoms and positions in Å:
Sm 1.10132 -0.63492 -1.41168  1.3901
O -0.50249 0.04514 -2.72921  -0.7876
O 1.44177 -1.79321 0.56189  -0.7860
O -0.59583 1.06388 -0.74337  -0.3392
C 2.21218 -1.84922 1.71251  -0.5919
C -1.29201 0.87509 -2.01364  -0.1148
C -1.35840 1.34335 0.41078  -0.6125
H -1.39146 1.89187 -2.44628  0.2419
H 2.66637 -0.87239 1.97777  0.1873
H -1.02447 0.70126 1.29438  0.1834
H 1.58314 -2.14519 2.57378  0.2005
H -1.14109 2.38090 0.71043  0.2475
H 3.03011 -2.59499 1.65283  0.2263
H -2.30352 0.46558 -1.80353  0.2523
H -2.42562 1.12286 0.25334  0.3028

The frontier orbital gap (spin up / spin down) comes out at 5.908 / 7.629 eV. The calculated total energy comes out at -27285.89981 eV. Its relative energy (zero: lowest compared OMol25 entry of this formula, charge and spin) is 9.1 kcal per mole. As for the net charge: 0. As for the multiplicity: 7. Its expectation value of S² is 12.01.